No. 1
Computed, not measured: a 8-piece molecular cluster, C14H21F6N7P overall, with ωB97M-V/def2-TZVPD.

```
49
Properties=species:S:1:pos:R:3:lowdin_spin:R:1
H 2.38868 -4.58624 1.21343 0.00
N 1.15377 -4.01998 4.03552 0.00
H -0.60135 3.60656 -2.97207 0.00
C -2.23807 1.96887 2.38677 0.17
H 3.80834 -1.27431 -3.73946 0.00
C 3.22442 -0.79150 -2.95586 0.00
F 0.77035 0.72575 -1.44687 0.00
H -2.47037 -4.01527 2.25375 0.00
H -1.09622 -2.93278 1.99264 0.00
P -0.39097 0.07283 -0.56510 0.00
C -2.58347 1.18517 -4.38011 0.00
C 2.33681 -3.64949 1.76831 0.00
H 3.33879 0.29174 -2.91603 0.00
N 3.78635 -1.82040 -0.64489 0.00
F -0.00818 1.20669 0.57130 0.00
H 0.02949 3.74271 -1.32845 0.01
N -2.92514 -1.38903 3.95489 0.00
H -4.33600 0.22689 -3.67760 0.00
H -2.75718 -0.25023 -2.87354 0.00
H 3.36553 -3.32840 1.93183 0.00
F -1.67568 -0.47535 0.32129 0.00
N -3.12224 2.26110 1.68459 0.32
C -1.20193 1.52136 3.39168 0.04
N -3.16824 3.59572 -1.15437 0.24
C 3.09236 1.78368 2.09836 0.00
C -2.59038 -2.13244 3.12786 0.00
H 1.76687 -2.94595 1.16143 0.00
C -0.72371 4.12162 -2.01927 0.02
H -2.65110 -2.57272 1.14320 0.00
H 4.18224 0.50191 0.84527 0.00
C 1.74039 -3.80791 3.05450 0.00
H -3.21635 -0.84349 -4.45674 0.00
F 0.61824 -1.00647 0.06313 0.00
H 2.43306 0.07328 1.19785 0.00
C -3.27209 0.02098 -3.79517 0.00
H 2.76057 1.40609 0.10227 0.00
C -2.09913 3.81221 -1.57743 0.14
F -1.48660 1.10048 -1.24075 0.00
F -0.73025 -0.97660 -1.76551 0.00
H -0.17996 1.56275 3.01489 0.02
H -1.12926 2.20083 4.24087 0.00
H -0.57343 5.19937 -2.08217 0.00
H 2.18246 -1.03893 -3.15890 0.00
H -1.30694 0.49633 3.74719 0.00
N 3.02732 2.57164 2.95861 0.00
C 3.58944 -1.34710 -1.66588 0.00
N -2.03291 2.08223 -4.83603 0.00
C -2.18400 -2.98612 2.03708 0.00
C 3.15568 0.85193 0.95368 0.00
```

As for the expectation value of S²: 0.7548. Its multiplicity is 2. The HOMO energy (spin up / spin down) is -0.4195 / -0.4195 hartree. The calculation puts the total energy at -1869.88904 Ha.

No. 2
Computed, not measured: a 8-piece molecular cluster, C59H92O11 overall, with ωB97M-V/def2-TZVPD.

```
162
Properties=species:S:1:pos:R:3:lowdin_charge:R:1
C 0.14521 -5.54089 -0.98768 0.00
H 2.98734 -3.65175 0.23384 0.09
C 10.98847 -2.28433 -4.00169 -0.21
C 5.90119 1.78045 -2.37876 -0.20
C -4.88215 2.08506 8.99718 -0.20
H 6.36606 6.51180 -2.52265 0.12
H -8.18428 -0.17019 4.80198 0.12
H -0.71317 2.52497 4.32427 0.11
C -2.28146 1.36801 5.21508 -0.18
H -1.82743 2.28404 -2.27493 0.11
H 0.34329 6.82468 3.33908 0.12
C -0.95733 1.80358 -5.41502 -0.18
H -1.81563 -7.11256 -3.94195 0.10
O -2.57893 0.92366 2.90852 -0.15
H 10.06268 0.72739 -4.16637 0.12
C 4.89657 -4.67281 -1.58910 -0.15
C -7.85370 0.07791 3.78749 -0.20
H -5.06953 1.04737 -0.98923 0.08
C -2.24787 1.05812 -5.15344 -0.21
H 3.09443 -6.04801 -1.35259 0.12
C 0.25410 4.36618 1.69804 -0.20
C 1.29441 -6.48333 -4.33384 -0.18
C 10.24847 -0.19701 -4.72085 -0.21
H 2.66266 6.34458 2.85764 0.11
H -0.03996 1.33418 -3.53626 0.11
H 5.11335 5.32831 -2.95876 0.11
H -7.13421 -2.04898 -0.05953 0.07
H -2.61710 -2.97884 1.67194 0.08
C -3.24284 1.47954 4.05191 -0.19
C 2.79526 -5.83068 -4.46847 -0.18
H 4.94434 -4.94069 -0.43007 0.12
H -3.17333 -0.17635 7.60742 0.11
H -10.53618 -0.25281 3.27981 0.12
H -3.52507 0.14276 -1.68799 0.07
H -5.50890 -4.95695 -1.45455 0.08
H 3.26278 -6.28056 -5.46871 0.14
H 2.72122 -4.66778 -4.62759 0.13
C 0.29288 -1.36410 -0.87345 0.07
C -2.64524 -4.68871 -0.87934 -0.09
O 1.03021 -7.17327 -3.05931 -0.16
H -6.09524 -4.20065 0.25468 0.08
C -4.17154 0.15353 7.90816 -0.21
C -6.56751 -1.70346 -1.05180 -0.09
H 3.10609 7.06693 -0.64355 0.11
H -5.26277 -0.03257 -2.53779 0.09
H 1.34190 6.01470 0.84870 0.11
H 11.46474 -2.24411 -6.09794 0.12
C 4.49809 2.30634 -0.08320 0.02
C 4.12014 -1.93794 -0.88334 -0.03
H -3.58800 -0.14483 9.95588 0.12
C -1.09177 -4.68264 -0.25935 -0.01
C 5.03629 -3.04432 -1.73499 -0.07
C 0.65072 5.78573 3.50061 -0.20
H -4.43329 -3.37381 2.04323 0.08
O 3.72684 -6.18574 -3.38655 -0.20
H -0.11898 1.04844 5.10813 0.12
H -8.31179 1.57506 2.31392 0.12
H -0.45149 4.44479 0.86591 0.12
H 7.29593 -0.49207 -3.79946 0.10
C 3.63677 0.89653 -0.31378 -0.21
H -0.57103 1.10596 2.41261 0.11
H -6.56042 -2.58455 -1.84816 0.09
H -2.82034 -1.85301 -0.80596 0.11
H -0.81194 -4.04595 0.71103 0.08
H -5.51929 1.05017 10.81333 0.12
C -8.82300 1.02266 3.11132 -0.18
C 4.40979 -0.31773 -1.10000 0.02
H -2.44548 2.13227 5.97896 0.11
C -5.04272 -0.75991 0.96099 -0.08
H -3.21072 -4.81290 1.81994 0.10
H -1.02014 -0.33883 3.34598 0.12
H -10.39061 0.49480 1.67783 0.12
H 11.54336 -2.27088 -3.05726 0.12
H 10.57077 -3.28441 -4.14682 0.12
H 0.44112 3.30590 1.89852 0.11
C 6.19227 -2.50782 -2.81770 0.01
H 3.43878 9.01749 -2.03149 0.12
H 4.30572 3.01924 0.83881 0.12
H -6.83966 0.48363 3.84030 0.11
O 2.38579 0.87789 0.15253 -0.05
H 4.96965 7.87219 -3.95251 0.12
H 2.28237 4.51151 0.89783 0.10
O -2.82753 1.63106 -3.97324 -0.16
C -3.87115 -3.78740 -0.17771 -0.45
H 1.19410 -5.47111 -0.45470 0.06
C -1.85125 2.47767 -3.35086 -0.21
C -3.49135 -3.72618 1.41567 -0.10
C -0.94353 1.47280 4.52974 -0.17
O -4.26002 1.58152 7.80700 -0.15
C 4.14776 7.38258 -0.76736 -0.21
H 0.67454 5.59210 4.57655 0.12
O 9.92579 -1.32662 -3.89806 -0.16
H -2.06085 -0.00216 -4.95296 0.12
H -6.45348 0.66226 9.35618 0.12
C 2.93482 -2.46125 0.17111 -0.16
H 6.81140 -3.30436 -3.42540 0.10
H 12.89913 -2.17731 -5.05598 0.12
C 4.47912 7.41032 -3.09194 -0.18
C 1.54464 5.11164 1.43646 -0.18
H -5.64979 2.81702 8.72990 0.12
H -1.16006 2.70664 -6.00278 0.12
C -1.19410 0.73669 3.23182 -0.20
O 4.92114 6.21957 -1.09372 -0.16
H 6.19010 3.71971 -0.92044 0.12
C 6.48982 -0.91157 -3.05536 0.03
H -3.92742 -2.60460 -2.13956 0.14
H -2.95346 1.13674 -5.98557 0.12
H -3.91355 -5.68990 -2.76458 0.08
H -0.58415 -0.64415 -1.24331 0.06
H 0.16069 3.03652 -3.99384 0.12
H -4.91217 -1.20998 9.44632 0.12
H -9.48191 -2.04692 2.11756 0.12
C -9.82458 0.07030 2.51085 -0.18
H 1.10133 -7.27786 -5.19406 0.13
H -4.90479 -0.27624 7.21701 0.12
H -0.21960 1.20346 -5.95365 0.12
C -5.02668 -1.28883 -0.59023 -0.48
H -3.47539 2.52590 3.82735 0.12
C 5.56055 2.72914 -1.05232 0.01
H 11.92915 0.13852 -6.07661 0.12
H -7.09503 -0.73369 -1.47405 0.09
C -5.45022 0.89181 9.73413 -0.18
H 0.52884 -5.59474 -4.55463 0.14
C -4.68274 0.07152 -1.50614 -0.09
C -8.94837 -1.09224 2.09806 -0.21
H -9.26380 1.74677 3.80114 0.12
H -5.48665 0.34562 1.03878 0.10
H -8.53635 -0.94272 1.09444 0.09
C -0.52703 2.18759 -4.02286 -0.18
C 11.69847 -0.34881 -5.12592 -0.18
C 4.29425 8.34569 -1.92504 -0.18
H 3.06421 -1.98404 1.24925 0.13
H 2.46201 4.64223 3.31521 0.12
H -2.37974 0.38372 5.68793 0.10
H -4.17999 0.94423 4.22982 0.11
C 1.40788 -2.13482 -0.42667 -0.09
C -1.62511 -6.46678 -2.96382 0.00
H -5.52582 -1.50685 1.72468 0.07
C -5.21563 -4.71209 -0.32364 -0.09
O 6.43190 2.30230 -3.50816 -0.07
H 4.49890 7.80566 0.17783 0.12
C 11.86236 -1.84645 -5.15661 -0.18
C -3.87875 -2.37143 -0.97135 -0.13
C 1.97494 5.49565 2.82862 -0.18
O -0.32556 4.93912 2.87823 -0.14
H -3.89870 -0.63929 1.28066 0.09
H 5.19561 8.95575 -1.79197 0.12
C 5.58967 0.15798 -2.18590 -0.02
H 2.66068 -4.52504 -2.40601 0.13
H 5.82683 -5.18237 -2.13680 0.13
H -2.15868 3.51663 -3.51240 0.12
H -5.00027 -5.74460 0.22829 0.10
C -0.06606 -6.43639 -2.36944 -0.16
H 9.58744 -0.21968 -5.59372 0.12
O -7.85055 -1.13384 3.02011 -0.16
H -4.11101 2.58820 9.59009 0.12
C 3.50911 -5.30680 -2.19052 -0.19
H 3.50503 7.02657 -3.41745 0.12
H 12.34879 0.07959 -4.35414 0.12
C 5.29387 6.29347 -2.47674 -0.21
C -2.85734 -5.60732 -2.23437 -0.01
C -4.49459 -0.20537 9.34207 -0.18
```

The HOMO energy is -0.2890 hartree. The calculation puts the total energy at -3129.68938 Ha.

No. 3
Computed, not measured: a 2-piece molecular cluster, C9H14O overall, with ωB97M-V/def2-TZVPD.

```
24
Properties=species:S:1:pos:R:3:lowdin_spin:R:1
C 1.97756 -0.63828 2.17960 0.05
H -1.33223 1.68036 -2.16251 0.00
O -1.54920 -0.64940 -0.07690 0.00
H 0.38464 -2.46859 -0.28544 0.02
C 0.55742 -1.70788 0.46022 0.19
H -1.62330 -1.42808 -0.63643 0.00
H -3.73787 2.05016 -3.48053 0.00
H 3.38576 0.22112 3.60710 0.00
H 4.15384 -0.79755 2.41384 0.00
H -1.52619 2.70858 -3.44990 0.00
C -1.62227 1.65193 -3.21660 0.00
C 1.72160 -1.70777 1.30472 0.24
C 3.23693 -0.68143 2.98488 0.01
H -0.88897 0.98420 -3.64741 0.00
H 1.22819 1.20524 2.99879 0.01
H -3.42556 0.63370 -2.48790 0.00
H -3.18007 0.56553 -4.24325 0.00
H -0.97747 1.05834 1.66271 0.02
C -3.08180 1.18876 -3.35671 0.00
H 3.27173 -1.45775 3.76870 0.00
C -0.34960 -0.67427 0.62677 0.05
H 2.49178 -2.45999 1.16969 0.02
C 1.07208 0.39964 2.28615 0.17
C -0.18700 0.32343 1.58039 0.20
```

As for the expectation value of S²: 0.7617. Its multiplicity is 2. The HOMO energy (spin up / spin down) is 0.0305 / -0.1199 hartree. As for the charge: -1. The calculation puts the total energy at -426.51394 Ha.